Here is 9 unconnected molecules or ions with the total composition C22H48Cl16O4P at a distorted geometry from the OMol25 dataset. Energies are from ωB97M-V/def2-TZVPD.

* molar mass: 974.84 g/mol
* calculated total energy: -241426.7529 eV
* charge: -1
* frontier orbital gap: 5.428 eV

The geometry in XYZ format:
```
91
Properties=species:S:1:pos:R:3:forces:R:3
C -2.865175 -0.390542 -4.090176 0.4 0.7 0.8
C -2.268526 1.104801 -3.721207 1.1 -0.9 0.6
O -2.814256 2.197261 -4.541645 -0.5 0.5 2.6
C -3.117307 3.372601 -3.658901 -0.8 0.6 -0.8
C -1.782484 4.248619 -3.287004 -0.6 0.7 -1.1
O -1.540273 4.440657 -1.849050 0.3 -2.5 -1.8
C -1.008614 3.232258 -1.200798 3.4 -0.8 2.7
C -0.204795 3.781819 0.159104 1.8 -0.8 0.4
O 1.273201 3.533343 0.079455 -2.7 -0.4 -0.4
P 1.655632 2.479833 -1.260193 2.4 -0.5 -1.2
O 0.023565 2.421501 -1.864961 -3.7 2.3 0.6
H -3.130861 -0.486277 -5.228883 0.4 0.1 2.3
H -3.784212 -0.561295 -3.368431 1.7 0.2 -1.9
H -2.027806 -1.178640 -3.775886 -1.8 1.7 -0.8
H -2.531114 1.279012 -2.572313 0.8 -0.2 -2.5
H -1.085419 1.130032 -3.857649 -2.6 -0.1 0.5
H -3.835969 4.058445 -4.320898 1.6 -1.4 1.3
H -3.775185 3.062882 -2.721800 1.6 0.5 -1.8
H -0.886346 3.795876 -3.887946 -1.5 0.6 1.5
H -1.958584 5.338739 -3.740394 0.4 -2.3 1.2
H -1.732166 2.449350 -0.717758 0.2 1.8 -1.6
H -0.529685 3.061498 1.032710 0.2 2.0 -1.6
H -0.211874 4.942704 0.359250 -0.9 -2.3 -0.3
H 3.057996 2.260944 -0.937484 -0.2 0.8 0.4
H 1.947781 3.686544 -2.004677 -0.1 0.2 -0.1
H 1.976860 1.764194 -2.492676 -0.1 -0.4 0.2
H 1.477417 1.216240 -0.541706 -0.7 0.3 0.2
Cl -1.498188 5.887509 5.981095 -0.1 0.0 0.1
C -0.115563 5.175211 5.113209 0.3 -0.1 -0.3
C -0.305317 5.207187 3.604834 0.2 0.0 0.0
Cl -1.599021 4.106586 3.066071 -0.2 0.2 0.5
H 0.026758 4.154114 5.480021 -0.2 0.2 -0.1
H 0.766200 5.761229 5.388400 -0.2 0.0 -0.1
H 0.613100 4.882000 3.107783 -0.1 0.0 0.1
H -0.547084 6.213792 3.249943 0.0 -0.2 0.1
Cl -4.800218 -3.036074 -4.486340 -0.1 -0.1 0.0
C -4.451757 -4.035825 -3.054096 0.0 -0.2 0.2
C -5.451767 -3.802062 -1.932685 0.0 -0.2 -0.1
Cl -5.289919 -2.179361 -1.214420 0.0 0.0 0.0
H -3.427818 -3.823259 -2.731903 -0.2 0.1 0.0
H -4.496174 -5.079498 -3.378791 -0.1 0.1 0.1
H -5.281859 -4.522181 -1.127170 0.0 0.2 -0.3
H -6.482783 -3.917146 -2.281132 0.2 0.1 0.0
Cl -4.642707 -6.705667 -0.170084 0.1 -0.3 0.1
C -5.646297 -6.849139 1.294317 -0.3 0.0 0.3
C -5.421892 -5.696411 2.260281 -0.1 0.0 -0.1
Cl -3.801223 -5.743940 2.999491 -0.2 0.0 -0.1
H -5.429900 -7.814640 1.761677 0.1 0.3 -0.1
H -6.688902 -6.857801 0.963330 0.2 0.1 0.1
H -6.144297 -5.752168 3.079620 0.1 -0.1 -0.2
H -5.540743 -4.727164 1.766229 0.1 -0.2 0.0
Cl 5.895705 2.161998 -0.999420 0.1 -0.1 0.0
C 6.396103 0.475898 -1.280336 0.1 -0.2 -0.1
C 5.437344 -0.262541 -2.201050 0.1 0.0 0.0
Cl 3.851864 -0.541764 -1.437148 0.1 0.0 0.0
H 6.483537 -0.019336 -0.308460 -0.2 0.1 -0.5
H 7.390956 0.512842 -1.733718 -0.1 0.0 -0.1
H 5.845178 -1.246285 -2.450472 0.1 0.1 0.1
H 5.272223 0.284756 -3.134246 0.0 0.0 0.3
Cl 6.888035 0.058634 2.000016 0.1 0.1 0.3
C 5.920561 -0.399299 3.423581 -0.2 -0.2 0.3
C 4.630982 -1.107193 3.038747 0.0 0.1 0.0
Cl 3.479083 -0.014240 2.230144 0.1 -0.1 0.0
H 5.725050 0.505433 4.007260 0.0 -0.2 -0.2
H 6.543142 -1.065646 4.027755 -0.1 0.1 -0.1
H 4.131860 -1.483990 3.936073 0.2 0.1 0.0
H 4.819346 -1.954404 2.372110 0.0 0.2 0.1
Cl -6.048813 0.333025 -6.039758 -0.1 0.0 0.0
C -6.657656 1.785055 -6.872321 0.0 0.2 -0.1
C -6.251472 3.067278 -6.162994 0.2 0.0 -0.3
Cl -7.070239 3.255086 -4.591497 0.0 0.0 0.0
H -7.745227 1.698027 -6.956350 0.2 0.0 0.1
H -6.236500 1.770488 -7.881811 0.0 0.1 0.2
H -6.531654 3.932699 -6.770314 0.0 -0.2 0.0
H -5.171689 3.107620 -5.989516 -0.2 -0.2 0.1
Cl 7.695099 0.399911 6.525008 0.0 0.0 0.0
C 9.186988 1.356386 6.347048 0.3 0.2 -0.1
C 9.586228 1.533215 4.890488 -0.1 0.2 0.1
Cl 10.118589 0.003155 4.148351 0.0 0.0 0.0
H 9.976398 0.865872 6.924693 -0.2 0.0 -0.2
H 8.991957 2.333219 6.799168 0.0 -0.1 -0.2
H 10.427122 2.228815 4.817476 -0.1 -0.1 0.1
H 8.761319 1.931366 4.291609 0.1 -0.2 0.1
Cl -0.514239 -7.981428 2.545430 0.0 0.0 0.0
C 0.709022 -6.813044 3.102887 0.2 0.2 0.1
C 0.433692 -6.322411 4.515579 0.2 -0.1 0.0
Cl -1.022137 -5.298380 4.600305 0.1 -0.1 0.1
H 0.739765 -5.985495 2.387582 -0.1 -0.2 0.2
H 1.674411 -7.326482 3.070353 -0.2 0.1 0.1
H 1.270264 -5.711377 4.866404 -0.1 -0.1 -0.2
H 0.303373 -7.155155 5.213581 -0.1 0.1 -0.2
```
Positions in Å, forces in eV/Å.

Mulliken atomic charge list, values in e, 8 entries:
1. C -0.63
2. C 0.11
3. O -0.41
4. C 0.00
5. C -0.41
6. O -0.37
7. C 0.45
8. C -0.13